Formula: C23H31BBrF13O13
Source: the OMol25 dataset
Level of theory: wB97M-V/def2-TZVPD

Each atom is followed by the atoms it is bonded to, with distances in Å.
Atoms and positions in Å:
1 O -2.5117 0.2756 -1.9973  C2 1.245
2 C -1.3810 -0.1782 -1.7399  O1 1.245, O3 1.455, O15 1.457
3 O -0.7922 -1.3575 -2.3554  C2 1.455, C4 1.452
4 C -0.0844 -1.9311 -1.2244  O3 1.452, C5 1.605, C9 1.600, H16 1.162
5 C 0.6642 -3.3431 -1.3776  C4 1.605, B6 1.654, H17 1.145, H18 1.143
6 B -0.2917 -4.4457 -0.5984  C5 1.654, O7 1.458, O8 1.455
7 O -1.0343 -5.4262 -1.3807  B6 1.458, H19 0.986
8 O -0.3769 -4.3525 0.8506  B6 1.455, H20 0.994
9 C 0.7264 -0.6284 -0.7698  C4 1.600, Br10 2.009, C11 1.600, O15 1.468
10 Br 2.1005 -0.0683 -2.1234  C9 2.009
11 C 1.4408 -0.9740 0.6190  C9 1.600, C12 1.612, H21 1.148, H22 1.158
12 C 2.1353 0.2909 1.3377  C11 1.612, C13 1.629, H23 1.155, H24 1.167
13 C 3.5715 -0.2193 1.9129  C12 1.629, F14 1.445, H25 1.158, H26 1.142
14 F 3.4478 -1.4656 2.6332  C13 1.445
15 O -0.4108 0.3002 -0.7633  C2 1.457, C9 1.468
16 H -0.9336 -1.9962 -0.4336  C4 1.162
17 H 1.7382 -3.3503 -0.9819  C5 1.145
18 H 0.6648 -3.6344 -2.4830  C5 1.143
19 H -1.3796 -4.9291 -2.1588  O7 0.986
20 H -1.2316 -3.8671 0.9978  O8 0.994
21 H 0.7392 -1.4748 1.3769  C11 1.148
22 H 2.2813 -1.7434 0.4144  C11 1.158
23 H 2.3186 1.0916 0.5262  C12 1.155
24 H 1.4779 0.7428 2.1901  C12 1.167
25 H 4.2454 -0.3968 0.9884  C13 1.158
26 H 3.9756 0.5993 2.5983  C13 1.142
27 C -2.5392 3.8680 4.5584  C28 1.517, H36 1.093, H37 1.092, H38 1.093
28 C -1.7130 3.0463 5.5296  C27 1.517, O29 1.437, H39 1.092, H40 1.093
29 O -1.9431 1.6412 5.3341  C28 1.437, C30 1.348
30 C -1.2854 1.0736 4.3033  O29 1.348, O31 1.207, C32 1.526
31 O -0.5439 1.6716 3.5618  C30 1.207
32 C -1.5829 -0.4216 4.2408  C30 1.526, F33 1.350, F34 1.350, F35 1.345
33 F -2.8988 -0.6936 4.3664  C32 1.350
34 F -0.9587 -1.1007 5.2260  C32 1.350
35 F -1.1894 -0.9827 3.0829  C32 1.345
36 H -3.5968 3.6053 4.6366  C27 1.093
37 H -2.4220 4.9346 4.7591  C27 1.092
38 H -2.2399 3.6771 3.5251  C27 1.093
39 H -2.0185 3.2751 6.5533  C28 1.092
40 H -0.6475 3.2782 5.4519  C28 1.093
41 C 6.2294 -6.7239 0.5493  C42 1.517, H50 1.093, H51 1.092, H52 1.092
42 C 5.0538 -7.0241 -0.3612  C41 1.517, O43 1.437, H53 1.093, H54 1.093
43 O 4.5885 -5.8271 -1.0056  C42 1.437, C44 1.350
44 C 5.3034 -5.4152 -2.0741  O43 1.350, O45 1.204, C46 1.526
45 O 6.2805 -5.9804 -2.4943  C44 1.204
46 C 4.6758 -4.1672 -2.6875  C44 1.526, F47 1.351, F48 1.351, F49 1.345
47 F 4.3521 -3.2414 -1.7585  C46 1.351
48 F 3.5364 -4.4527 -3.3551  C46 1.351
49 F 5.4878 -3.5533 -3.5670  C46 1.345
50 H 5.9693 -5.9403 1.2654  C41 1.093
51 H 6.5318 -7.6192 1.0956  C41 1.092
52 H 7.0881 -6.3616 -0.0206  C41 1.092
53 H 4.2199 -7.4054 0.2328  C42 1.093
54 H 5.2998 -7.7906 -1.1007  C42 1.093
55 C -8.8474 4.2963 3.3628  C56 1.517, H64 1.093, H65 1.092, H66 1.092
56 C -7.9383 5.2218 2.5765  C55 1.517, O57 1.437, H67 1.092, H68 1.093
57 O -7.4571 6.2911 3.4067  C56 1.437, C58 1.349
58 C -6.4292 5.9860 4.2251  O57 1.349, O59 1.205, C60 1.526
59 O -5.9179 4.8967 4.2938  C58 1.205
60 C -5.9876 7.2165 5.0119  C58 1.526, F61 1.350, F62 1.350, F63 1.347
61 F -7.0290 7.8901 5.5447  C60 1.350
62 F -5.3202 8.0960 4.2345  C60 1.350
63 F -5.1680 6.9120 6.0361  C60 1.347
64 H -9.6603 4.8605 3.8267  C55 1.093
65 H -9.2724 3.5297 2.7121  C55 1.092
66 H -8.3036 3.8001 4.1699  C55 1.092
67 H -8.5031 5.6849 1.7641  C56 1.092
68 H -7.1048 4.6802 2.1218  C56 1.093
69 C 1.4411 0.1884 -5.5569  C70 1.517, H78 1.093, H79 1.092, H80 1.093
70 C 1.1380 0.4950 -7.0113  C69 1.517, O71 1.437, H81 1.093, H82 1.093
71 O 1.8295 1.6797 -7.4382  C70 1.437, C72 1.349
72 C 3.1332 1.5225 -7.7490  O71 1.349, O73 1.205, C74 1.526
73 O 3.7240 0.4744 -7.6825  C72 1.205
74 C 3.7316 2.8414 -8.2295  C72 1.526, F75 1.350, F76 1.351, F77 1.346
75 F 3.4019 3.8795 -7.4314  C74 1.350
76 F 3.3065 3.1627 -9.4705  C74 1.351
77 F 5.0766 2.8140 -8.2808  C74 1.346
78 H 1.2136 1.0521 -4.9273  C69 1.093
79 H 0.8557 -0.6665 -5.2129  C69 1.092
80 H 2.5001 -0.0392 -5.4134  C69 1.093
81 H 0.0703 0.6956 -7.1272  C70 1.093
82 H 1.3799 -0.3496 -7.6619  C70 1.093

Output
Energy (eV): -157018.8653
SMILES: O=C1O[C@@H](CB(O)O)[C@](Br)(CCCF)O1.CCOC(=O)C(F)(F)F.CCOC(=O)C(F)(F)F.CCOC(=O)C(F)(F)F.CCOC(=O)C(F)(F)F
Frontier orbital gap (eV): 10.79
Multiplicity: 1

Löwdin atomic charge list, values in e, 6 entries:
1 O 0.134
2 C -0.354
3 O -0.018
4 C -0.288
5 C 0.001
6 B -0.452